The following is a quantum chemistry calculation of a 4-piece molecular cluster, C21H41O9 overall in a non-equilibrium geometry, from OMol25.

The energy relative to the best compared isomer or geometry (same formula, charge and spin) comes out at 2.464 eV. The HOMO energy is -1.28 eV. Its maximum force is 1.59 eV/Å. Its charge is -1. The value obtained for the calculated total energy is -1501.82225 hartree.

Cartesian coordinates (Å):
1 O 1.011 -3.689 -2.926
2 H -5.525 0.182 0.593
3 O 1.584 0.978 4.667
4 H 3.562 6.050 -1.189
5 H 2.542 -0.462 1.216
6 H -0.301 -5.112 -3.680
7 C 2.198 0.162 3.803
8 O 1.319 -0.195 2.877
9 H 3.378 7.633 -0.428
10 H -7.558 -3.501 -0.216
11 H 5.035 6.961 1.336
12 H -1.834 -2.724 1.817
13 H 1.774 -2.250 -6.597
14 H -4.654 -1.359 0.711
15 C -5.045 -0.691 -1.321
16 H -1.245 -0.254 2.005
17 H 1.758 2.388 1.843
18 H 3.781 3.116 6.075
19 H 1.569 -0.633 -5.919
20 C -6.762 -1.550 0.372
21 C 1.849 -1.030 1.835
22 H -7.135 -1.361 1.385
23 H 1.191 -5.762 -2.949
24 H 1.720 1.794 6.501
25 C -1.941 -2.018 0.988
26 C 3.230 2.678 5.241
27 H 0.367 3.140 2.645
28 C -3.599 -1.113 -1.664
29 C 2.305 -1.393 -6.183
30 H -5.185 0.354 -1.633
31 H 4.936 7.165 -1.137
32 C -1.970 -2.645 -0.391
33 H -5.720 -1.317 -1.912
34 H -7.503 -1.127 -0.314
35 C -5.429 -0.823 0.162
36 C 2.828 4.661 1.245
37 H -2.670 -0.003 0.918
38 H 2.349 -1.901 2.254
39 H -0.089 -5.059 -1.922
40 H 0.995 -1.343 1.240
41 H -1.036 -2.294 -0.889
42 H 3.813 -2.590 -5.196
43 H -6.385 -3.555 1.112
44 C 3.103 -1.797 -4.962
45 O 3.213 3.910 0.387
46 C 2.413 1.496 5.716
47 C -1.957 -0.715 1.323
48 H 3.658 -0.949 -4.566
49 H -3.549 -1.040 -2.765
50 C 1.080 3.238 1.832
51 C 4.068 6.802 -0.585
52 H 0.545 3.276 0.885
53 O 3.356 -0.174 3.853
54 H 2.968 -0.991 -6.950
55 C 0.424 -4.993 -2.877
56 O 1.795 4.463 2.057
57 C -6.631 -3.064 0.168
58 O 3.373 5.846 1.550
59 H 2.582 3.442 4.809
60 H -1.823 -3.718 -0.212
61 C -3.227 -2.546 -1.266
62 H -5.822 -3.290 -0.534
63 O 2.249 -2.212 -3.889
64 C 1.802 -3.470 -3.965
65 O 2.080 -4.263 -4.832
66 H 3.050 0.703 6.108
67 H 5.154 5.360 0.604
68 H -2.956 -3.062 -2.201
69 H -2.900 -0.348 -1.287
70 H 3.945 2.370 4.478
71 C 4.500 6.220 0.743